1.
46
Properties=species:S:1:pos:R:3:forces:R:3 method="wB97M-V/def2-TZVPD" total_energy_ev=-35943.9322 lumo_ev="-8.7 / -8.6" multiplicity=3 s2=2.042 charge=+2 gap_ev="7.2 / 7.5" e_homo_ev="-15.90 / -16.14"
C 2.472851 3.413613 -1.413918 0.97 1.11 -0.63
C 2.379304 3.327268 -2.940916 -0.21 -0.30 0.02
C 1.909203 4.737074 -0.888279 -0.30 -0.21 0.21
C 3.907315 3.190108 -0.922493 -0.09 -0.27 0.15
Cl 1.440796 2.036970 -0.725217 0.26 0.37 -0.12
H 2.491065 5.593864 -1.253378 0.02 -0.38 -0.05
H 1.943703 4.763660 0.207839 -0.04 0.00 -0.22
H 0.873831 4.882041 -1.219606 0.18 -0.04 0.09
H 2.995087 4.094032 -3.428558 -0.07 -0.08 0.36
H 1.345781 3.478464 -3.277151 0.20 -0.07 0.07
H 2.733261 2.350785 -3.293993 -0.10 0.20 0.06
H 4.592836 3.957920 -1.307658 -0.39 -0.09 -0.03
H 4.284686 2.217043 -1.258592 -0.07 0.18 0.10
H 3.949893 3.236810 0.172574 0.01 -0.06 -0.21
C -3.022061 -0.435074 -0.394099 0.67 1.01 1.17
C -2.699942 0.688557 0.447115 -0.13 -0.59 -0.75
C -1.632258 1.423734 -0.183315 0.40 -0.59 -0.49
H -3.239823 1.017806 1.331464 0.11 -0.24 -0.21
C -1.286189 0.715206 -1.404921 -0.36 0.27 0.35
C -2.148989 -0.409836 -1.528314 0.85 0.87 0.67
H -2.184315 -1.054724 -2.404230 0.15 -0.05 0.37
H -3.842077 -1.128514 -0.228079 0.32 0.05 0.12
H -1.266071 2.408009 0.099191 -0.08 -0.34 -0.09
H -0.573619 1.054353 -2.157277 -0.21 -0.19 0.40
C 0.970923 -1.363953 1.917662 0.19 0.89 0.99
C -0.247362 -1.285936 2.683582 0.56 0.84 0.59
C -0.619474 0.092054 2.788542 0.73 -0.61 0.49
H -0.753057 -2.116763 3.158021 -0.15 0.17 -0.26
C 0.368071 0.870977 2.102545 0.77 -0.46 0.13
C 1.363400 -0.037868 1.564346 0.09 0.14 1.24
H 2.273775 0.230187 1.040341 -0.30 0.01 -0.03
H 1.538471 -2.265883 1.721866 -0.17 0.12 -0.30
H -1.470654 0.471367 3.338612 0.03 -0.03 -0.17
H 0.401067 1.951111 2.064261 0.00 -0.13 -0.21
Mo -0.602365 -0.475798 0.627471 -4.23 -2.52 -3.48
C -2.059941 -5.842285 0.391904 -0.04 0.38 -0.14
C -1.116868 -5.437185 1.332565 0.16 0.69 0.02
C -0.722324 -4.094647 1.363405 -0.02 -0.18 -0.02
N -1.192158 -3.150983 0.521506 0.12 0.62 -0.01
C -2.101931 -3.555705 -0.379803 -0.37 -0.55 -0.39
C -2.557260 -4.873891 -0.487895 0.27 0.26 0.28
H -2.407125 -6.873393 0.356625 0.10 0.24 -0.05
H -0.672577 -6.114018 2.060999 -0.20 0.09 -0.25
H -0.007072 -3.770492 2.118004 -0.12 -0.21 -0.27
H -2.512349 -2.811270 -1.058446 0.25 -0.32 0.23
H -3.297460 -5.104798 -1.254301 0.22 -0.01 0.27

2.
5
Properties=species:S:1:pos:R:3:forces:R:3 method="wB97M-V/def2-TZVPD" total_energy_ev=-26537.1645 lumo_ev="-1.6 / -1.6" relative_energy_kcal_mol=103.1 gap_ev="6.1 / 6.1" e_homo_ev="-7.70 / -7.71"
C -0.115221 -0.447717 -0.994369 0.04 0.63 0.15
P -2.605231 2.466051 -1.401118 1.37 -1.32 0.25
I -2.305055 -0.076590 -0.631350 -0.83 -0.33 0.50
I -0.014879 1.638142 -1.746188 0.25 1.32 -0.84
H 0.408730 -0.191238 -0.035308 -0.83 -0.29 -0.06

3.
51
Properties=species:S:1:pos:R:3:forces:R:3 method="wB97M-V/def2-TZVPD" total_energy_ev=-42103.9350 lumo_ev=0.3 relative_energy_kcal_mol=29.4 smiles="CCOc1ccc(CNC(=O)[C@H]2CCCN(S(C)(=O)=O)C2)cc1OC" gap_ev=8.0 e_homo_ev=-7.73
C -1.434638 4.546422 -1.077544 0.34 -0.14 -0.22
C -0.208010 4.599657 -1.985784 -0.23 0.34 0.20
O 0.207580 3.323268 -2.417133 0.15 -0.38 0.00
C 0.851242 2.493741 -1.546260 -0.05 -0.08 -0.13
C 1.294350 2.831738 -0.280094 -0.14 0.15 -0.24
C 1.958739 1.902725 0.509597 0.14 -0.22 0.00
C 2.187027 0.622842 0.043734 0.14 0.19 0.14
C 2.805988 -0.417684 0.942215 -0.06 0.15 0.11
N 1.743863 -1.212703 1.540311 0.37 -0.24 -0.16
C 1.088547 -0.766471 2.625524 -0.26 -0.59 0.14
O 1.501861 0.133320 3.331854 0.04 0.39 0.15
C -0.242015 -1.451279 2.973292 -0.09 0.16 0.00
C -1.330294 -0.365619 2.946401 0.12 0.14 -0.03
C -1.580295 0.099022 1.511922 -0.13 -0.25 0.09
C -1.957036 -1.093220 0.633595 -0.36 0.61 -0.34
N -0.916774 -2.085182 0.725497 0.17 -0.60 -0.75
S -0.525783 -3.023091 -0.558213 -0.46 -0.36 0.02
C -1.653684 -4.442706 -0.534160 0.63 0.79 0.00
O -0.771535 -2.275790 -1.753631 -0.40 0.03 0.03
O 0.805948 -3.506846 -0.321728 0.08 -0.24 0.22
C -0.661186 -2.595743 2.050511 0.28 -0.29 0.55
C 1.737443 0.266683 -1.227065 -0.07 0.10 -0.14
C 1.083105 1.183994 -2.030367 -0.12 0.13 -0.10
O 0.630089 0.943925 -3.288094 -0.02 0.34 0.27
C 0.823660 -0.340250 -3.836128 0.01 -0.28 -0.05
H -2.246503 4.036794 -1.590177 -0.10 -0.02 -0.04
H -1.214488 4.005779 -0.160330 -0.03 -0.01 0.11
H -1.750919 5.555500 -0.827039 -0.05 0.10 0.05
H -0.457043 5.127610 -2.910837 0.10 -0.01 0.15
H 0.615186 5.135709 -1.495991 -0.04 -0.04 -0.10
H 1.135028 3.822881 0.113617 -0.06 0.12 -0.02
H 2.283572 2.179933 1.500207 0.04 0.01 0.13
H 3.359097 0.060127 1.753228 0.03 -0.11 -0.16
H 3.461133 -1.090102 0.385962 0.02 0.06 0.05
H 1.329109 -1.898344 0.927295 0.00 0.07 0.17
H -0.145381 -1.830788 3.995801 0.04 0.01 -0.12
H -2.254834 -0.764713 3.371853 -0.03 -0.02 0.05
H -1.001635 0.474579 3.558436 -0.05 -0.07 0.05
H -2.384408 0.835476 1.488540 0.01 0.03 -0.05
H -0.676068 0.562661 1.114321 0.02 0.09 -0.10
H -2.921417 -1.511598 0.963157 0.04 0.01 -0.03
H -2.027579 -0.806352 -0.415562 -0.16 0.09 0.10
H -1.512129 -4.977233 0.395302 0.02 -0.10 0.19
H -2.662894 -4.065672 -0.630657 -0.20 0.08 0.00
H -1.401458 -5.072452 -1.376791 0.09 -0.09 -0.16
H -1.570099 -3.065277 2.461002 0.11 0.02 -0.02
H 0.118063 -3.355410 1.971289 -0.04 0.00 0.18
H 1.895248 -0.743146 -1.571930 0.02 -0.14 -0.13
H 1.888597 -0.585239 -3.909703 -0.02 0.01 0.00
H 0.307308 -1.107403 -3.252563 0.12 0.11 -0.10
H 0.396322 -0.294071 -4.836684 0.06 -0.04 0.04